(1)
C5H16N3 | ωB97M-V with the def2-TZVPD basis set

XYZ file:
```
24
Properties=species:S:1:pos:R:3:mulliken_charge:R:1
C 0.753 -2.354 1.147 -1.03
C 1.203 -0.022 1.646 0.76
N 0.493 -1.133 1.875 -0.16
N 0.931 1.054 2.383 -0.42
N 2.124 -0.009 0.703 -0.35
H -0.435 -1.002 2.251 0.29
H 0.068 1.292 2.860 0.21
H 1.655 1.761 2.382 0.22
H 2.457 -0.815 0.221 0.21
H 2.528 0.883 0.448 0.22
H 1.734 -2.782 1.370 0.38
H 0.734 -2.203 0.060 0.34
H 0.014 -3.112 1.336 0.32
C -0.744 0.591 -1.378 0.47
C -2.085 0.738 -0.706 -1.16
C -0.843 0.962 -2.862 -1.40
H -0.406 -0.448 -1.358 0.00
H 0.067 1.181 -0.952 0.12
H -2.830 0.094 -1.187 0.33
H -2.156 0.521 0.366 0.25
H 0.100 0.903 -3.403 0.36
H -2.506 1.733 -0.891 0.34
H -1.324 1.932 -3.000 0.36
H -1.532 0.234 -3.311 0.35
```

Output
**Molar mass**: 118.20 g mol⁻¹
**E_tot**: -9909.1993 eV
**Highest occupied orbital energy**: -14.4 eV
**Relative energy (zero: lowest compared OMol25 entry of this formula, charge and spin)**: 49.9 kJ/mol
**2S+1**: 1
**Total charge**: +1
**HOMO-LUMO gap**: 11.39 eV
**Strongest force on any atom**: 2.1 eV Å⁻¹
**LUMO energy**: -0.11223 Ha

---

(2)
C9H13O5S | ωB97M-V with the def2-TZVPD basis set

XYZ file:
```
28
Properties=species:S:1:pos:R:3:mulliken_charge:R:1
C -4.242 0.664 1.018 -0.80
C 2.747 -2.162 -0.369 -0.82
C -2.998 0.749 1.535 -0.40
C 1.538 -1.656 -0.489 0.07
C -2.129 -0.367 1.147 0.71
C 2.421 1.670 -0.200 -1.13
C -0.365 -1.078 -1.967 -0.55
C 1.532 0.663 0.698 -0.32
C 1.106 -0.971 -1.709 0.69
O -0.905 -0.089 0.828 -0.31
O -2.685 -1.433 0.999 -0.64
O -0.416 2.113 2.234 -0.72
O -0.468 2.182 -0.258 -0.64
O 1.891 -0.350 -2.375 -0.64
S 0.025 1.504 0.924 1.01
H -5.100 1.270 1.242 0.31
H -4.345 -0.208 0.338 0.20
H 3.114 -2.595 0.523 0.32
H 3.471 -2.076 -1.161 0.28
H -2.797 1.404 2.297 0.47
H 0.750 -1.817 0.252 0.15
H 3.162 2.076 0.497 0.26
H 2.967 1.018 -0.905 0.28
H 1.730 2.359 -0.674 0.45
H -0.654 -1.980 -2.569 0.37
H -0.851 -1.270 -0.996 -0.14
H -0.656 -0.013 -2.476 0.19
H 2.158 0.393 1.616 0.36
```

Output
**Molar mass**: 233.27 g mol⁻¹
**E_tot**: -30613.5280 eV
**Highest occupied orbital energy**: -3.9 eV
**Relative energy (zero: lowest compared OMol25 entry of this formula, charge and spin)**: 0.0 kJ/mol
**2S+1**: 1
**Total charge**: -1
**HOMO-LUMO gap**: 7.36 eV
**Strongest force on any atom**: 3.5 eV Å⁻¹
**LUMO energy**: 0.12786 Ha

---

(3)
C6H11N | ωB97M-V with the def2-TZVPD basis set

XYZ file:
```
18
Properties=species:S:1:pos:R:3:mulliken_spin:R:1
C -2.200 2.778 0.254 -0.11
C -1.059 2.140 -0.077 0.42
N -0.673 0.873 0.258 -0.04
C 0.789 0.518 0.238 0.36
C 0.991 -3.276 -0.429 -0.31
C 0.960 -1.943 0.224 1.10
C 1.092 -0.750 -0.456 0.19
H -3.061 2.325 0.727 -0.03
H -2.331 3.782 -0.140 -0.03
H -0.333 2.736 -0.621 0.04
H -1.149 0.516 1.079 -0.15
H 1.260 1.364 -0.261 -0.02
H 1.110 0.470 1.289 -0.20
H 0.319 -4.014 0.021 0.00
H 0.765 -3.224 -1.496 -0.05
H 1.968 -3.781 -0.415 0.06
H 0.581 -1.840 1.219 -0.21
H 1.232 -0.750 -1.532 -0.03
```

Output
**Molar mass**: 97.16 g mol⁻¹
**E_tot**: -7887.4046 eV
**Highest occupied orbital energy (alpha / beta)**: 1.2 / -4.0 eV
**Relative energy (zero: lowest compared OMol25 entry of this formula, charge and spin)**: 102.3 kJ/mol
**2S+1**: 2
**Total charge**: -1
**HOMO-LUMO gap (alpha / beta)**: 3.06 / 8.00 eV
**Strongest force on any atom**: 0.9 eV Å⁻¹
**LUMO energy (alpha / beta)**: 0.15521 / 0.14857 Ha

---

(4)
C3H10O3 | ωB97M-V with the def2-TZVPD basis set

XYZ file:
```
16
Properties=species:S:1:pos:R:3:mulliken_charge:R:1
C 0.883 0.234 0.815 -0.38
O 1.420 0.673 2.075 -0.53
C -0.523 0.745 0.660 -0.46
C -1.092 0.461 -0.709 -0.29
O -2.464 0.864 -0.707 -0.52
H 1.512 0.591 -0.016 0.29
H 0.936 -0.862 0.753 0.25
H 2.377 0.620 2.023 0.31
H -1.197 0.320 1.408 0.29
H -0.553 1.816 0.848 0.28
H -0.540 1.031 -1.470 0.30
H -1.032 -0.607 -0.978 0.17
H -2.846 0.595 -1.547 0.30
H 0.692 -1.983 -2.033 0.31
H 1.286 -3.250 -1.430 0.32
O 1.508 -2.333 -1.629 -0.64
```

Output
**Molar mass**: 94.11 g mol⁻¹
**E_tot**: -9415.0135 eV
**Highest occupied orbital energy**: -10.2 eV
**Relative energy (zero: lowest compared OMol25 entry of this formula, charge and spin)**: 50.1 kJ/mol
**2S+1**: 1
**HOMO-LUMO gap**: 10.76 eV
**Structure (SMILES)**: OCCCO.O
**Strongest force on any atom**: 0.8 eV Å⁻¹
**LUMO energy**: 0.02037 Ha

---

(5)
C3H8O2P | ωB97M-V with the def2-TZVPD basis set

XYZ file:
```
14
Properties=species:S:1:pos:R:3:mulliken_charge:R:1
C 1.487 0.398 1.543 -0.68
C -1.197 0.545 -0.480 -1.16
C 0.046 0.530 -1.226 -0.17
O -1.599 -2.187 0.254 -1.09
O 2.669 -0.363 -0.704 -0.67
P 1.343 -0.154 -0.099 0.61
H 2.238 -0.196 2.112 0.24
H 0.482 0.407 2.125 0.22
H -2.096 0.857 -1.076 0.33
H -1.449 -0.448 -0.154 0.30
H -1.130 1.108 0.518 0.26
H 0.278 1.514 -1.532 0.34
H -0.111 -0.103 -2.137 0.25
H -0.960 -1.907 0.856 0.22
```

Output
**Molar mass**: 107.07 g mol⁻¹
**E_tot**: -16622.5630 eV
**Highest occupied orbital energy (alpha / beta)**: -3.1 / -3.1 eV
**Relative energy (zero: lowest compared OMol25 entry of this formula, charge and spin)**: 492.1 kJ/mol
**2S+1**: 1
**Total charge**: -1
**HOMO-LUMO gap (alpha / beta)**: 6.16 / 6.16 eV
**Strongest force on any atom**: 3.9 eV Å⁻¹
**LUMO energy (alpha / beta)**: 0.11404 / 0.11404 Ha

---

(6)
C43H44NO28P | ωB97M-V with the def2-TZVPD basis set

XYZ file:
```
117
Properties=species:S:1:pos:R:3:mulliken_charge:R:1
C 2.966 -1.098 4.056 -0.72
C 3.610 -0.005 3.203 -0.52
O 3.674 -0.364 1.811 -0.42
P 2.458 0.004 0.840 0.15
O 2.628 1.352 0.273 -0.71
C 0.885 -0.116 1.708 0.25
C -0.218 0.666 0.960 -2.05
C -1.318 -0.185 0.346 0.06
O -2.244 0.800 -0.242 -0.50
C -3.131 1.110 0.700 0.60
O -3.668 2.149 0.906 -0.58
O -3.333 -0.003 1.493 -0.63
C -2.338 -0.940 1.221 0.95
O -3.000 -1.851 0.281 -0.35
N -2.189 -2.985 0.004 0.18
O -2.371 -3.376 -1.074 -0.39
C -1.917 -1.677 2.486 1.24
C -3.011 -2.678 2.944 -1.65
C -1.639 -0.694 3.639 -0.69
C -0.933 -1.404 4.794 -1.52
O 2.523 -1.088 -0.306 -0.39
C 2.007 -2.426 -0.151 0.49
C 2.784 -3.340 0.799 -0.97
H 3.710 -1.768 4.475 0.41
H 2.344 -1.717 3.408 -0.03
H 2.322 -0.681 4.826 0.31
H 4.642 0.123 3.515 0.50
H 3.108 0.954 3.328 0.37
H 0.629 -1.168 1.836 -0.30
H 0.979 0.261 2.723 0.62
H 0.252 1.185 0.125 0.88
H -0.624 1.455 1.590 0.44
H -0.953 -0.715 -0.528 0.74
H -1.032 -2.278 2.280 0.30
H -3.451 -2.341 3.882 0.44
H -3.827 -2.761 2.236 0.42
H -2.580 -3.656 3.148 0.32
H -1.088 0.178 3.304 0.17
H -2.617 -0.352 3.971 0.61
H -0.232 -2.162 4.445 0.32
H -0.441 -0.709 5.470 0.40
H -1.670 -1.938 5.395 0.39
H 0.949 -2.413 0.115 -0.46
H 2.052 -2.843 -1.153 0.61
H 2.130 -3.733 1.579 0.26
H 3.150 -4.212 0.259 0.36
H 3.650 -2.867 1.255 0.18
C 2.076 4.610 0.386 -1.01
C 1.719 5.343 -0.677 0.33
C 0.841 6.563 -0.553 1.03
O 0.587 7.177 -1.573 -0.64
C 0.349 6.933 0.761 -1.01
C 0.701 6.196 1.822 0.37
C 1.599 4.990 1.699 1.17
O 1.869 4.396 2.730 -0.70
O 0.300 6.454 3.060 -0.58
O 2.100 5.071 -1.917 -0.57
H 2.701 3.728 0.309 0.48
H -0.292 7.799 0.839 0.43
H 0.708 5.766 3.621 0.36
H 1.700 5.761 -2.480 0.37
C 8.254 -0.413 -0.712 -0.70
C 7.099 -0.723 -0.104 0.44
C 6.725 -2.145 0.227 0.70
O 5.659 -2.317 0.791 -0.48
C 7.636 -3.210 -0.142 -1.37
C 8.788 -2.900 -0.753 0.29
C 9.173 -1.474 -1.067 1.13
O 10.250 -1.304 -1.609 -0.65
O 9.682 -3.801 -1.131 -0.59
O 6.208 0.189 0.254 -0.54
H 8.524 0.609 -0.946 0.62
H 7.352 -4.227 0.088 0.46
H 10.413 -3.297 -1.541 0.37
H 5.460 -0.273 0.686 0.42
C 7.403 3.699 -1.980 -1.22
C 6.988 4.741 -2.715 0.31
C 7.956 5.717 -3.340 0.94
O 7.483 6.620 -4.004 -0.63
C 9.376 5.527 -3.114 -0.99
C 9.789 4.487 -2.378 0.35
C 8.822 3.501 -1.774 1.15
O 9.299 2.579 -1.134 -0.71
O 11.064 4.233 -2.119 -0.58
O 5.716 5.004 -2.957 -0.52
H 6.718 2.994 -1.528 0.69
H 10.060 6.238 -3.554 0.43
H 11.076 3.423 -1.574 0.36
H 5.704 5.808 -3.513 0.37
C -8.370 -1.180 0.457 -1.22
C -9.203 -0.655 -0.449 0.34
C -8.701 0.085 -1.659 1.07
O -9.539 0.500 -2.444 -0.69
C -7.276 0.253 -1.826 -0.84
C -6.435 -0.264 -0.919 0.37
C -6.935 -1.032 0.281 0.83
O -6.110 -1.496 1.043 -0.49
O -5.119 -0.146 -1.012 -0.60
O -10.526 -0.742 -0.371 -0.62
H -8.720 -1.719 1.327 0.50
H -6.929 0.797 -2.693 0.46
H -4.752 -0.628 -0.243 0.38
H -10.873 -0.280 -1.159 0.37
C -11.246 -3.963 -4.081 -0.90
C -10.275 -3.053 -3.909 0.41
C -8.934 -3.423 -3.317 1.04
O -8.099 -2.543 -3.215 -0.59
C -8.714 -4.794 -2.902 -1.14
C -9.688 -5.698 -3.071 0.38
C -11.017 -5.337 -3.687 1.03
O -11.830 -6.234 -3.814 -0.63
O -9.576 -6.970 -2.722 -0.58
O -10.416 -1.779 -4.237 -0.60
H -12.208 -3.711 -4.505 0.44
H -7.758 -5.043 -2.465 0.46
H -10.425 -7.392 -2.962 0.37
H -9.586 -1.319 -4.006 0.32
```

Output
**Molar mass**: 1053.78 g mol⁻¹
**E_tot**: -113411.0533 eV
**Highest occupied orbital energy**: -9.4 eV
**2S+1**: 1
**HOMO-LUMO gap**: 7.93 eV
**Structure (SMILES)**: CCOP(=O)(CC[C@@H]1OC(=O)O[C@]1(ON=O)[C@H](C)CC)OCC.O=C1C=C(O)C(=O)C=C1O.O=C1C=C(O)C(=O)C=C1O.O=C1C=C(O)C(=O)C=C1O.O=C1C=C(O)C(=O)C=C1O.O=C1C=C(O)C(=O)C=C1O
**Strongest force on any atom**: 1.8 eV Å⁻¹
**LUMO energy**: -0.05392 Ha

---

(7)
H10O5 | ωB97M-V with the def2-TZVPD basis set

XYZ file:
```
15
Properties=species:S:1:pos:R:3:mulliken_charge:R:1
O 7.652 12.687 -13.074 -0.65
H 7.405 12.718 -14.004 0.32
H 7.926 11.771 -12.939 0.35
O 10.633 10.482 -13.040 -0.63
H 10.883 11.231 -12.486 0.29
H 11.384 9.877 -13.015 0.29
O 8.012 9.183 -12.918 -0.71
H 8.920 9.494 -13.045 0.31
H 7.657 9.097 -13.809 0.34
O 9.108 10.499 -15.560 -0.63
H 9.527 9.946 -16.226 0.29
H 9.784 10.647 -14.882 0.36
O 7.412 8.786 -10.093 -0.63
H 7.605 8.838 -11.042 0.38
H 6.716 8.128 -10.018 0.32
```

Output
**Molar mass**: 90.07 g mol⁻¹
**E_tot**: -10400.1308 eV
**Highest occupied orbital energy**: -10.7 eV
**Relative energy (zero: lowest compared OMol25 entry of this formula, charge and spin)**: 69.3 kJ/mol
**2S+1**: 1
**HOMO-LUMO gap**: 10.71 eV
**Structure (SMILES)**: O.O.O.O.O
**Strongest force on any atom**: 0.2 eV Å⁻¹
**LUMO energy**: 0.00150 Ha

---

(8)
C7H12N2O5 | ωB97M-V with the def2-TZVPD basis set

XYZ file:
```
26
Properties=species:S:1:pos:R:3:mulliken_charge:R:1
C 1.273 -0.306 -0.167 0.57
C 0.040 -0.815 0.646 -0.15
C 2.504 -0.776 0.472 -0.82
C 3.775 -0.645 -0.307 0.44
C -2.370 0.101 0.496 0.38
C -3.056 -1.005 -0.361 0.51
C -2.910 1.391 0.002 -1.80
H 1.210 1.744 -1.127 0.26
H 1.178 1.747 0.663 0.21
H 1.001 -0.611 -1.196 0.31
H 2.485 -1.892 0.557 0.21
H 2.812 -0.383 1.435 0.42
H 3.423 1.288 -0.269 0.41
H -0.673 0.928 -0.425 0.33
H -2.582 0.019 1.529 0.35
H -2.733 1.781 -0.985 0.49
H -3.928 1.364 0.141 0.48
H -2.472 2.318 0.575 0.34
H -1.448 -2.088 -0.520 0.44
N 1.255 1.156 -0.203 -0.76
N -0.923 0.143 0.265 0.01
O -0.031 -1.782 1.317 -0.60
O 4.419 -1.548 -0.579 -0.47
O 4.215 0.648 -0.364 -0.54
O -4.218 -1.005 -0.528 -0.53
O -2.244 -1.772 -1.068 -0.49
```

Output
**Molar mass**: 204.18 g mol⁻¹
**E_tot**: -20670.1637 eV
**Highest occupied orbital energy**: -9.7 eV
**Relative energy (zero: lowest compared OMol25 entry of this formula, charge and spin)**: 257.4 kJ/mol
**2S+1**: 1
**HOMO-LUMO gap**: 9.71 eV
**Structure (SMILES)**: C[C@H](NC(=O)[C@@H](N)CC(=O)O)C(=O)O
**Strongest force on any atom**: 6.1 eV Å⁻¹
**LUMO energy**: 0.00011 Ha